# 1
{
  "formula": "C4H3NS2",
  "method": "ωB97M-V/def2-TZVPD",
  "symbols": ["C", "C", "C", "C", "H", "H", "H", "N", "S", "S"],
  "coordinates": [[-2.59, -0.11, -0.50], [-1.54, -0.13, 0.07], [-0.25, -0.13, 0.77], [1.99, 0.49, -0.49], [-3.55, -0.11, -1.01], [-0.40, -0.14, 1.85], [2.74, 1.09, -0.98], [2.03, -0.78, -0.51], [0.76, 1.37, 0.41], [0.82, -1.55, 0.38]],
  "nbo_charge": [-0.202, -0.044, -0.589, -0.081, 0.247, 0.264, 0.218, -0.546, 0.270, 0.463],
  "multiplicity": 1,
  "orbital_gap_ev": 9.33,
  "energy_ha": -1005.259656,
  "homo_energy_ev": -8.67,
  "lumo_ev": 0.66,
  "smiles": "C#C[C@@H]1SC=NS1",
  "de_lowest_ev": 1.256,
  "fmax_ev_per_a": 0.7
}

# 2
{
  "formula": "C7H15NO",
  "method": "ωB97M-V/def2-TZVPD",
  "symbols": ["C", "C", "C", "C", "C", "N", "C", "C", "O", "H", "H", "H", "H", "H", "H", "H", "H", "H", "H", "H", "H", "H", "H", "H"],
  "coordinates": [[-1.08, -0.13, -2.04], [0.40, 0.24, 2.65], [1.49, -1.62, 1.66], [1.27, 1.32, -1.09], [-2.01, 1.05, -2.23], [1.00, -0.29, 1.45], [-0.34, -0.39, 0.05], [0.32, 0.25, -0.80], [-1.34, -1.07, 0.57], [-1.07, -2.00, 0.73], [-0.41, -0.27, -2.89], [-1.65, -1.05, -1.91], [-0.42, -0.39, 3.05], [1.13, 0.33, 3.46], [-0.03, 1.23, 2.45], [0.69, -2.36, 1.92], [2.00, -1.98, 0.76], [2.23, -1.66, 2.47], [0.77, 2.27, -1.28], [1.91, 1.40, -0.21], [1.89, 1.07, -1.95], [-1.45, 1.97, -2.39], [-2.64, 1.19, -1.34], [-2.67, 0.90, -3.08]],
  "nbo_charge": [-0.399, -0.425, -0.422, -0.666, -0.629, -0.574, 0.494, 0.013, -0.665, 0.505, 0.195, 0.209, 0.147, 0.181, 0.190, 0.113, 0.191, 0.190, 0.229, 0.272, 0.226, 0.203, 0.208, 0.213],
  "multiplicity": 1,
  "orbital_gap_ev": 8.04,
  "energy_ha": -405.511022,
  "homo_energy_ev": -7.36,
  "lumo_ev": 0.68,
  "de_lowest_ev": 6.158,
  "fmax_ev_per_a": 8.2
}

# 3
{
  "formula": "C21H13BF6N5O8S",
  "method": "ωB97M-V/def2-TZVPD",
  "symbols": ["C", "C", "C", "C", "C", "B", "C", "C", "C", "C", "F", "F", "F", "C", "C", "C", "F", "F", "F", "C", "O", "C", "C", "O", "S", "H", "H", "H", "H", "H", "H", "H", "H", "H", "H", "H", "H", "O", "N", "C", "C", "N", "O", "C", "N", "O", "O", "C", "C", "N", "O", "O", "N", "C", "H"],
  "coordinates": [[-5.80, 0.70, -2.41], [-4.63, 0.21, -1.65], [-4.14, -1.08, -1.59], [-2.91, -1.20, -0.90], [-2.48, -0.01, -0.31], [-2.08, 0.36, 3.26], [-1.20, 0.37, 0.17], [-0.74, 1.71, 0.35], [0.41, 2.06, -0.34], [0.81, 3.52, -0.42], [1.37, 3.81, -1.64], [-0.28, 4.33, -0.25], [1.72, 3.87, 0.53], [1.15, 1.11, -1.02], [0.84, -0.24, -0.85], [1.50, -1.33, -1.69], [1.27, -2.58, -1.17], [0.95, -1.32, -2.95], [2.84, -1.19, -1.83], [-0.19, -0.61, -0.01], [-2.55, 1.60, 3.54], [-3.97, 1.50, 3.26], [-4.24, 0.09, 2.68], [-2.94, -0.46, 2.51], [-3.64, 1.27, -0.68], [-6.10, -0.07, -3.12], [-6.65, 0.93, -1.76], [-5.53, 1.61, -2.96], [-4.66, -1.90, -2.06], [-2.34, -2.12, -0.85], [-1.27, 2.45, 0.94], [1.99, 1.40, -1.64], [-0.37, -1.65, 0.23], [-4.48, 1.60, 4.23], [-4.30, 2.27, 2.54], [-4.82, -0.52, 3.40], [-4.79, 0.07, 1.72], [1.08, -5.47, 3.97], [1.18, -4.33, 3.54], [0.35, -3.26, 3.31], [1.10, -2.22, 2.68], [2.41, -2.62, 2.56], [2.45, -3.89, 3.08], [0.59, -0.86, 2.56], [1.48, 0.26, 2.40], [2.49, 0.18, 1.67], [1.18, 1.33, 2.99], [-0.71, -0.49, 3.28], [-1.22, -1.66, 4.06], [-2.08, -1.52, 5.12], [-2.70, -0.55, 5.57], [-2.22, -2.80, 5.70], [-1.45, -3.73, 5.03], [-0.84, -2.99, 4.03], [-0.28, 0.27, 3.99]],
  "nbo_charge": [-0.637, -0.196, -0.254, -0.245, -0.203, 1.183, 0.021, -0.136, -0.178, 0.983, -0.335, -0.333, -0.319, -0.163, -0.163, 0.984, -0.330, -0.339, -0.321, -0.124, -0.691, -0.101, -0.098, -0.718, 0.395, 0.222, 0.216, 0.221, 0.215, 0.228, 0.237, 0.236, 0.242, 0.190, 0.185, 0.175, 0.188, -0.399, 0.417, -0.044, 0.116, -0.135, -0.179, -0.036, 0.470, -0.452, -0.505, -0.681, 0.181, 0.353, -0.466, -0.168, -0.080, 0.066, 0.305],
  "multiplicity": 1,
  "orbital_gap_ev": 6.29,
  "energy_ha": -2705.696360,
  "homo_energy_ev": -4.40,
  "lumo_ev": 1.89,
  "de_lowest_ev": 0.823,
  "charge": -1,
  "fmax_ev_per_a": 4.3
}